1.
78
Properties=species:S:1:pos:R:3:forces:R:3 method="wB97M-V/def2-TZVPD" energy_ha=-6409.4594 homo_lumo_gap_ev="5.84 / 5.79" charge=+1
Ga 1.815 -0.023 0.054 -0.487 0.360 1.024
N 0.556 -2.803 1.092 -1.704 0.008 -1.409
C -0.073 -2.381 -0.027 0.955 -0.423 0.935
N -1.221 -3.020 -0.300 -0.741 0.207 -0.909
C -1.725 -2.830 -1.511 0.224 0.080 0.479
N -2.793 -3.508 -1.939 0.071 0.398 -0.690
N -1.190 -1.951 -2.428 1.802 -0.433 -0.250
C 0.067 -1.221 -2.072 -1.355 0.626 0.213
N 0.532 -1.435 -0.758 0.364 0.368 -0.384
C 0.837 0.931 -2.707 0.309 0.129 -1.703
C 0.705 1.559 -3.949 0.680 1.093 0.061
C 1.850 2.142 -4.484 -0.083 0.234 -0.926
C 3.078 2.121 -3.805 -1.009 -0.048 0.274
C 3.071 1.548 -2.552 -0.057 -0.256 0.855
N 1.972 0.929 -2.040 0.050 0.069 0.430
H 0.043 -3.516 1.587 0.335 0.169 0.425
H 1.360 -2.332 1.430 0.674 0.106 0.585
H -3.423 -3.916 -1.285 -0.061 -0.494 0.467
H -3.146 -3.351 -2.882 0.177 0.104 0.567
H -0.271 1.716 -4.397 0.155 -0.459 -0.067
H 1.849 2.627 -5.490 -0.318 -0.445 1.027
H 3.907 2.642 -4.253 0.325 -0.204 0.273
H 3.905 1.562 -1.842 -0.079 0.004 -0.572
C -2.492 -1.581 3.216 2.761 -1.389 0.888
C -1.497 -0.392 3.507 -0.139 -0.223 -0.416
C -1.718 0.172 4.951 -0.623 -0.051 -0.142
C -1.605 0.697 2.468 2.687 -0.183 0.860
C -2.772 1.363 2.436 -2.003 0.319 0.327
C -2.977 2.428 1.600 1.087 0.526 -0.681
C -1.896 2.945 0.892 0.729 -1.186 0.025
C -0.610 2.359 0.962 -0.892 -0.230 1.624
C 0.576 3.133 0.458 0.480 -0.383 -1.177
C 0.316 4.084 -0.731 -0.377 -0.603 -0.384
C 1.251 3.857 1.607 1.232 1.355 -0.082
C -0.436 1.210 1.810 -0.829 0.634 -1.347
N 0.842 0.561 1.850 0.870 -0.429 -0.778
C 1.610 0.555 3.035 -1.296 1.093 0.633
C 1.290 1.431 4.169 -0.562 -0.430 -2.708
C 1.833 1.230 5.398 0.284 0.061 -0.173
C 2.740 0.182 5.546 0.074 -0.145 2.044
C 3.139 -0.622 4.484 -0.005 -0.049 1.008
C 2.607 -0.386 3.250 -0.155 0.135 -0.887
F 3.031 -1.169 2.154 -0.590 0.318 0.831
H -2.508 -2.188 4.148 -0.443 0.380 -0.454
H -2.057 -2.314 2.483 -0.306 0.876 0.264
H -3.476 -1.359 2.886 -0.839 0.641 -0.072
H -0.456 -0.707 3.353 -0.385 -0.620 0.692
H -1.332 1.198 5.120 0.062 -0.770 -0.236
H -1.331 -0.523 5.704 0.238 0.209 -0.159
H -2.801 0.229 5.184 0.385 -0.007 -0.336
H -3.545 1.046 3.156 0.154 0.111 -0.725
H -3.928 2.870 1.485 -0.917 0.540 0.096
H -2.003 3.792 0.254 -0.285 0.512 -0.235
H 1.323 2.419 0.071 -0.115 0.036 0.155
H -0.022 5.049 -0.370 0.195 0.330 -0.019
H -0.506 3.735 -1.405 0.791 -0.004 0.400
H 1.259 4.179 -1.315 -0.700 0.233 0.334
H 0.546 4.563 2.086 0.281 -0.472 -0.030
H 2.136 4.492 1.260 -1.128 -0.805 0.204
H 1.671 3.150 2.322 -0.253 0.179 0.090
H 0.564 2.248 3.979 0.455 -0.740 0.164
H 1.524 1.908 6.199 0.345 -0.516 -0.063
H 3.035 -0.012 6.608 0.194 -0.136 -1.297
H 3.750 -1.496 4.665 0.280 0.144 -0.140
Br 0.749 -4.762 -2.527 -0.294 -0.029 -0.106
C -0.236 -3.959 -3.909 -1.212 2.009 -0.118
C -0.426 -4.508 -5.125 0.149 -0.318 -0.050
C -0.868 -3.775 -6.270 -0.626 -0.696 0.896
C -1.414 -2.467 -6.117 0.048 -0.332 -0.587
C -1.306 -1.831 -4.918 -0.548 -1.049 -0.815
C -0.641 -2.487 -3.762 1.244 0.695 0.134
C 0.699 -1.724 -3.412 2.212 -0.791 -0.640
O 1.777 -1.701 -3.967 -2.485 0.306 1.406
O -0.209 0.195 -2.288 -0.452 -0.492 0.807
H -0.231 -5.572 -5.120 0.288 -0.094 -0.845
H -0.953 -4.350 -7.180 -0.067 0.282 -0.187
H -1.975 -2.024 -6.974 0.753 -0.218 0.858
H -1.746 -0.858 -4.808 0.019 0.270 0.439

=====

2.
82
Properties=species:S:1:pos:R:3:forces:R:3 method="wB97M-V/def2-TZVPD" e_above_lowest_kcal_mol=13.27 energy_ha=-2324.1277 homo_lumo_gap_ev=9.92 charge=+1
In -0.094 0.474 0.103 -0.278 -0.439 -0.462
C 4.187 -1.673 0.267 -0.030 -0.024 -0.006
C 2.811 -1.339 0.846 -0.003 -0.059 0.032
C 2.096 -2.658 1.206 -0.064 0.061 0.012
C 1.090 -2.688 2.389 0.024 0.012 0.042
C 1.719 -2.286 3.716 -0.007 -0.011 -0.025
C 0.460 -4.070 2.458 0.025 -0.008 -0.035
N 0.019 -1.661 2.045 -0.038 -0.302 -0.227
C -1.346 -1.627 2.637 -0.034 -0.009 0.053
C -2.266 -0.653 1.853 -0.113 0.003 0.046
N -2.071 -0.779 0.379 0.125 0.149 0.138
C -2.241 -2.202 -0.024 -0.014 -0.118 0.020
C -1.051 -2.764 -0.793 0.053 0.048 -0.041
O -1.182 -3.805 -1.402 -0.066 -0.073 -0.043
O 0.003 -2.046 -0.674 0.229 0.252 0.142
C -2.959 0.020 -0.537 -0.122 0.065 -0.096
C -3.145 1.452 -0.079 -0.001 0.078 -0.037
C -2.586 -0.189 -2.049 0.028 -0.051 0.024
C -1.244 0.084 -2.869 -0.044 -0.036 0.075
C -0.891 -1.163 -3.675 -0.021 0.001 -0.020
C -1.524 1.232 -3.844 0.003 -0.005 0.003
N -0.070 0.541 -2.036 0.133 0.205 0.097
C 1.359 0.320 -2.427 0.026 -0.077 0.016
C 2.244 -0.547 -1.491 -0.052 0.002 -0.034
N 2.103 -0.301 -0.033 -0.091 0.022 0.097
C 2.607 1.006 0.453 0.037 0.068 0.021
C 2.022 1.203 1.867 -0.149 0.047 -0.078
O 2.692 1.542 2.797 0.080 0.088 0.087
O 0.727 0.865 1.981 0.101 0.199 -0.022
H 4.793 -2.146 1.039 -0.002 -0.007 0.001
H 4.724 -0.788 -0.069 0.011 0.020 0.007
H 4.106 -2.369 -0.568 0.007 -0.007 -0.017
H 2.984 -0.808 1.784 0.045 -0.037 -0.032
H 2.888 -3.347 1.505 0.004 0.012 0.016
H 1.631 -3.091 0.322 -0.001 -0.005 -0.007
H 2.574 -2.928 3.925 -0.006 -0.020 0.009
H 1.010 -2.404 4.537 -0.017 0.008 0.012
H 2.066 -1.251 3.717 0.018 0.016 -0.008
H 1.250 -4.810 2.585 -0.001 -0.013 0.005
H -0.071 -4.316 1.535 -0.010 -0.003 -0.020
H -0.217 -4.168 3.306 -0.003 -0.001 0.014
H 0.450 -0.731 2.221 0.002 0.083 0.037
H -0.068 -1.798 1.002 0.026 -0.003 0.050
H -1.290 -1.294 3.673 0.057 0.018 -0.034
H -1.743 -2.637 2.632 -0.008 0.034 0.041
H -2.055 0.377 2.152 -0.014 -0.016 0.025
H -3.298 -0.877 2.146 0.016 0.020 -0.047
H -3.133 -2.322 -0.633 -0.043 0.022 0.031
H -2.406 -2.830 0.847 0.025 -0.016 0.001
H -3.953 -0.441 -0.473 0.054 -0.007 -0.025
H -2.221 2.014 0.030 -0.020 -0.082 -0.009
H -3.691 1.495 0.863 0.005 0.003 0.001
H -3.738 1.982 -0.825 -0.036 -0.029 0.010
H -3.351 0.404 -2.553 -0.002 -0.034 -0.002
H -2.849 -1.219 -2.282 0.016 -0.027 0.033
H -1.790 -1.543 -4.160 -0.009 0.010 -0.011
H -0.475 -1.962 -3.067 0.000 -0.023 0.056
H -0.188 -0.922 -4.471 0.016 0.000 -0.026
H -2.313 0.954 -4.542 -0.012 0.013 -0.007
H -0.630 1.470 -4.423 0.015 -0.002 -0.023
H -1.840 2.132 -3.310 -0.010 0.008 0.012
H -0.166 1.559 -1.997 -0.010 0.037 -0.068
H 1.801 1.314 -2.517 0.001 -0.026 0.011
H 1.422 -0.147 -3.408 -0.001 0.043 0.000
H 3.272 -0.367 -1.816 -0.013 -0.007 0.002
H 2.006 -1.595 -1.644 -0.014 -0.024 -0.006
H 2.270 1.815 -0.197 -0.014 0.030 -0.024
H 3.695 1.048 0.522 -0.022 -0.008 -0.010
C -1.581 4.497 -0.767 0.013 0.009 -0.037
C -0.341 3.871 -0.121 0.010 -0.037 -0.090
O -0.206 2.532 -0.443 0.049 -0.028 0.192
C -0.440 4.078 1.402 0.176 0.061 -0.022
F -1.405 3.266 1.888 -0.042 -0.072 0.094
F -0.776 5.329 1.722 -0.041 0.011 0.006
F 0.690 3.783 2.043 0.028 -0.065 0.042
C 0.903 4.585 -0.694 0.031 0.023 0.033
F 2.053 4.057 -0.244 0.017 -0.012 0.035
F 0.922 5.890 -0.423 0.001 0.006 0.008
F 0.915 4.438 -2.031 -0.016 0.014 -0.054
H -2.481 4.157 -0.259 -0.012 0.013 -0.003
H -1.621 4.193 -1.812 0.005 0.006 0.014
H -1.551 5.584 -0.715 -0.004 0.003 0.001

=====

3.
62
Properties=species:S:1:pos:R:3:forces:R:3 method="wB97M-V/def2-TZVPD" e_above_lowest_kcal_mol=0.00 multiplicity=3 energy_ha=-1907.8165 homo_lumo_gap_ev="6.73 / 6.74"
O 0.545 0.021 -4.467 0.035 1.622 -2.962
C 0.401 1.245 -5.358 -0.016 1.262 1.376
C 0.285 0.532 -6.686 0.308 0.154 1.134
H 1.300 1.869 -5.212 -0.491 -0.101 -0.122
H -0.516 1.775 -5.058 0.485 -0.074 -0.344
C 0.465 -0.668 -5.730 -0.438 -2.047 -1.803
H 1.070 0.747 -7.416 -0.038 -0.210 0.266
H -0.703 0.606 -7.150 0.258 -0.066 0.124
C 1.659 -1.508 -6.091 0.023 -0.135 -0.051
H 2.570 -0.924 -6.029 0.334 -0.102 0.326
H 1.549 -1.782 -7.141 -0.015 -0.142 0.007
H 1.674 -2.432 -5.502 0.384 0.272 0.043
C -0.763 -1.520 -5.831 -0.380 -0.592 -0.022
H -1.670 -0.974 -5.567 0.030 -0.067 0.221
H -0.648 -2.438 -5.254 -0.279 0.056 0.250
H -0.863 -1.814 -6.875 -0.083 -0.122 -0.086
Pr -0.098 -0.375 1.461 -0.086 1.493 -0.199
C -2.305 -0.830 2.847 -0.273 0.475 -0.157
C -2.147 0.584 2.964 -0.013 -0.212 -0.092
C -2.385 1.168 1.690 -0.018 -0.475 0.051
H -1.824 1.132 3.855 -0.271 -0.321 -0.433
C -2.726 0.119 0.786 -0.290 -0.073 0.589
C -2.683 -1.116 1.498 -0.019 0.373 0.102
H -2.947 -2.093 1.094 0.140 0.291 0.128
H -2.157 -1.557 3.648 -0.181 0.257 -0.302
H -2.295 2.233 1.454 -0.100 -0.474 0.108
H -3.076 0.260 -0.234 0.192 -0.202 0.296
C 0.995 -2.111 3.103 0.003 0.033 -0.322
C 0.216 -2.873 2.181 0.379 -0.073 0.104
C 0.832 -2.778 0.898 0.311 -0.213 0.283
H -0.705 -3.409 2.418 0.415 0.131 -0.127
C 1.995 -1.959 1.023 0.001 -0.309 0.690
C 2.087 -1.540 2.385 0.068 -0.354 -0.289
H 2.793 -0.800 2.777 -0.263 -0.618 -0.126
H 0.743 -1.897 4.151 0.241 -0.260 -0.574
H 0.521 -3.301 -0.006 0.010 0.187 0.263
H 2.718 -1.724 0.237 -0.396 -0.018 0.254
O 1.161 1.054 -1.466 -2.542 0.425 0.353
C -0.066 0.227 -1.727 0.636 -0.793 -0.731
C -1.241 1.150 -2.070 0.051 0.902 0.876
H -0.289 -0.578 -0.954 0.336 0.991 -0.443
H 0.151 -0.352 -2.644 0.014 0.235 0.918
C -0.456 2.364 -2.609 1.089 -0.658 -0.641
H -1.775 1.483 -1.162 0.238 -0.137 -0.330
H -2.015 0.693 -2.720 0.767 0.184 0.059
C 0.696 2.467 -1.589 -0.269 -0.201 1.003
H -1.014 3.242 -2.983 0.238 -0.247 0.883
H 0.125 2.000 -3.463 -0.532 0.336 0.405
H 0.360 2.844 -0.586 0.181 -0.388 -0.661
H 1.562 3.086 -1.877 -0.380 -0.439 -0.157
Te 1.141 1.702 3.432 0.259 0.445 -0.007
C 0.850 1.151 5.457 0.129 -0.206 0.641
C -0.020 0.119 5.880 0.475 0.634 0.238
C -0.162 -0.160 7.248 0.300 0.164 -0.153
C 0.593 0.545 8.193 -0.025 0.097 -0.279
C 1.468 1.565 7.783 -0.180 -0.224 -0.339
C 1.605 1.872 6.423 -0.668 -0.662 -0.089
H -0.569 -0.461 5.137 0.038 0.234 0.275
H -0.857 -0.940 7.570 0.275 0.220 -0.086
H 0.510 0.297 9.252 -0.035 0.107 -0.281
H 2.043 2.112 8.533 -0.138 -0.162 -0.267
H 2.291 2.648 6.078 -0.225 -0.206 0.210

=====

4.
14
Properties=species:S:1:pos:R:3:forces:R:3 method="wB97M-V/def2-TZVPD" smiles="O=C1NCCNC1=S" e_above_lowest_kcal_mol=20.83 energy_ha=-738.9715 homo_lumo_gap_ev=8.52
O 1.797 -1.132 -0.515 -0.029 -0.088 0.069
C 0.671 -0.820 -0.216 0.028 0.388 -0.163
N -0.347 -1.717 -0.116 0.056 -0.647 0.099
C -1.668 -1.401 0.391 -0.039 0.186 -0.117
C -2.081 -0.076 -0.217 0.022 0.211 0.311
N -1.040 0.907 0.055 -0.077 -0.062 0.018
C 0.278 0.647 0.025 0.304 0.310 0.125
S 1.422 1.802 0.255 -0.225 -0.282 -0.053
H -0.036 -2.683 -0.153 -0.167 0.269 -0.001
H -2.372 -2.178 0.099 0.062 -0.046 -0.113
H -1.693 -1.338 1.481 0.099 0.056 0.097
H -3.002 0.287 0.251 0.081 -0.124 -0.212
H -2.220 -0.182 -1.294 -0.143 -0.046 -0.033
H -1.289 1.880 0.172 0.028 -0.124 -0.028